1.
C30H29CoN3O7S3 | wB97M-V/def2-TZVPD

Computed properties:
⟨S²⟩ = 6.013
orbital gap (alpha / beta) = 8.83 / 6.20 eV
relative energy (zero: lowest compared OMol25 entry of this formula, charge and spin) = 0.500 eV
LUMO level (alpha / beta) = -2.28 / -4.90 eV
charge = +1
spin multiplicity = 5

Geometry as XYZ:
```
73
C30H29CoN3O7S3 (wB97M-V/def2-TZVPD)
Co -0.17 0.06 -0.32
O -4.66 4.13 0.52
C -3.67 3.23 0.48
C -3.86 1.87 0.75
C -2.78 1.04 0.64
N -1.58 1.48 0.31
C -1.38 2.76 0.02
C -2.40 3.68 0.09
C 0.04 3.00 -0.46
O 0.54 4.11 -0.45
O 0.62 1.89 -0.82
C -2.82 -0.48 0.68
O -3.86 -1.08 0.84
O -1.65 -1.01 0.46
H -5.50 3.72 0.77
H -4.83 1.46 1.00
H -2.23 4.72 -0.15
O 0.73 -1.57 -1.29
S 1.84 -2.54 -1.66
C 3.31 -1.53 -2.14
C 3.24 -0.09 -1.67
C 3.85 0.11 -0.28
C 3.54 1.49 0.27
S 2.09 1.42 1.41
O 1.37 0.12 1.05
C 3.01 0.96 2.88
C 3.20 -0.37 3.24
C 3.97 -0.66 4.36
C 4.54 0.37 5.09
C 4.33 1.70 4.74
C 3.56 2.00 3.62
C 2.43 -3.28 -0.13
C 3.49 -4.17 -0.21
C 3.92 -4.81 0.94
C 3.27 -4.57 2.15
C 2.19 -3.71 2.21
C 1.75 -3.06 1.06
H 3.33 -1.60 -3.23
H 4.19 -2.05 -1.75
H 2.20 0.24 -1.66
H 3.75 0.54 -2.39
H 4.93 -0.04 -0.33
H 3.46 -0.65 0.40
H 3.24 2.20 -0.51
H 4.35 1.92 0.85
H 2.73 -1.15 2.66
H 4.12 -1.69 4.65
H 5.15 0.14 5.96
H 4.76 2.50 5.33
H 3.37 3.02 3.33
H 3.97 -4.37 -1.16
H 4.75 -5.50 0.90
H 3.61 -5.08 3.04
H 1.68 -3.55 3.15
H 0.90 -2.40 1.09
N -2.25 -2.25 -2.17
C -2.67 -1.00 -2.41
S -1.53 0.27 -2.53
N -3.98 -0.86 -2.62
C -4.82 0.27 -2.85
C -4.45 1.60 -2.67
C -5.37 2.60 -2.89
C -6.66 2.31 -3.30
C -7.03 0.99 -3.49
C -6.12 -0.03 -3.26
H -1.29 -2.35 -1.88
H -2.90 -2.94 -1.82
H -4.51 -1.72 -2.60
H -3.45 1.85 -2.36
H -5.07 3.63 -2.74
H -7.37 3.11 -3.48
H -8.03 0.74 -3.81
H -6.41 -1.06 -3.41
```

=====

2.
C30H29IrN4O2STe | wB97M-V/def2-TZVPD

Computed properties:
⟨S²⟩ = 6.041
orbital gap (alpha / beta) = 8.70 / 4.89 eV
LUMO level (alpha / beta) = -5.07 / -9.06 eV
charge = +2
spin multiplicity = 5

Geometry as XYZ:
```
68
C30H29IrN4O2STe (wB97M-V/def2-TZVPD)
Ir -0.16 -0.74 0.83
N 0.00 -1.49 2.70
C 0.19 -1.88 3.77
C 0.40 -2.37 5.08
C 1.59 -3.07 5.37
N 2.57 -3.62 5.61
C -0.59 -2.14 6.05
N -1.42 -1.92 6.83
O 1.37 -0.44 -0.54
S 2.33 0.42 -1.37
C 3.96 -0.12 -0.94
C 4.97 0.82 -1.02
C 6.28 0.40 -0.77
C 6.53 -0.92 -0.42
C 5.49 -1.84 -0.33
C 4.19 -1.44 -0.59
C 2.19 -0.25 -3.01
C 2.94 0.35 -4.02
C 2.84 -0.15 -5.30
C 2.00 -1.22 -5.58
C 1.27 -1.81 -4.56
C 1.35 -1.32 -3.27
H 4.76 1.85 -1.27
H 7.09 1.11 -0.83
H 7.54 -1.23 -0.22
H 5.70 -2.86 -0.05
H 3.37 -2.15 -0.52
H 3.60 1.19 -3.80
H 3.42 0.31 -6.10
H 1.93 -1.60 -6.59
H 0.63 -2.66 -4.78
H 0.79 -1.77 -2.46
C -3.40 -2.60 0.78
Te -1.74 -2.51 -0.55
C -2.91 -1.19 -1.74
C -4.23 -1.06 -1.03
C -5.25 -0.29 -1.60
C -6.46 -0.14 -0.95
C -6.67 -0.75 0.28
C -5.67 -1.52 0.85
C -4.45 -1.69 0.19
H -3.09 -2.30 1.78
H -3.72 -3.64 0.82
H -3.00 -1.64 -2.73
H -2.38 -0.25 -1.83
H -5.08 0.19 -2.56
H -7.24 0.44 -1.41
H -7.61 -0.63 0.79
H -5.84 -2.00 1.80
O -1.21 0.99 0.16
C -1.47 2.16 0.52
C -0.91 3.32 -0.21
C 0.43 3.55 0.56
C 0.34 3.67 2.10
C 0.07 2.35 2.86
C -1.42 1.95 2.91
N -2.08 2.44 1.68
H -1.55 4.20 -0.13
H -0.71 3.11 -1.26
H 0.87 4.47 0.16
H 1.11 2.73 0.31
H -0.40 4.43 2.37
H 1.29 4.06 2.44
H 0.44 2.44 3.88
H 0.65 1.56 2.38
H -1.93 2.41 3.75
H -1.55 0.87 3.00
H -2.34 3.41 1.75
```

=====

3.
C30H29N2 | wB97M-V/def2-TZVPD

Computed properties:
orbital gap = 5.91 eV
relative energy (zero: lowest compared OMol25 entry of this formula, charge and spin) = 0.361 eV
LUMO level = -4.20 eV
charge = +1

Geometry as XYZ:
```
61
C30H29N2 (wB97M-V/def2-TZVPD)
C -2.98 -1.23 -2.00
C -1.74 -1.83 -1.49
C -1.64 -3.28 -1.74
N -0.71 -1.12 -0.98
C 0.63 -1.41 -1.46
C 1.44 -0.35 -1.91
C 2.82 -0.55 -2.11
C 3.34 -1.85 -2.02
C 2.49 -2.94 -1.78
C 1.15 -2.71 -1.47
H -3.35 -1.88 -2.81
H -3.77 -1.22 -1.23
H -2.87 -0.22 -2.42
H -2.65 -3.64 -2.00
H -1.00 -3.50 -2.61
H -1.34 -3.88 -0.88
H 1.01 0.64 -2.07
H 3.47 0.29 -2.35
H 4.40 -2.03 -2.23
H 2.84 -3.97 -1.84
H 0.52 -3.56 -1.23
C 5.33 1.31 1.45
N 4.07 1.67 2.07
C 4.20 2.73 3.06
C 2.85 1.28 1.54
C 2.47 -0.09 1.56
C 1.20 -0.46 1.15
C 0.36 0.47 0.52
C -0.95 -0.01 -0.07
C -1.80 1.07 -0.76
C -3.11 1.06 -0.22
C -4.14 1.85 -0.73
C -3.84 2.66 -1.83
C -2.53 2.74 -2.32
C -1.48 1.97 -1.76
C -3.17 0.09 0.87
C -1.90 -0.48 1.06
C -1.65 -1.20 2.21
C -2.73 -1.50 3.06
C -4.02 -1.02 2.80
C -4.24 -0.18 1.71
C 0.71 1.82 0.50
C 1.94 2.22 1.00
H 5.19 0.49 0.74
H 5.76 2.18 0.93
H 6.04 1.01 2.23
H 3.29 2.82 3.66
H 5.04 2.48 3.72
H 4.43 3.70 2.59
H 3.16 -0.83 1.97
H 0.89 -1.50 1.28
H -5.12 1.81 -0.24
H -4.63 3.26 -2.27
H -2.29 3.45 -3.13
H -0.44 2.12 -2.08
H -0.64 -1.52 2.47
H -2.54 -2.10 3.95
H -4.84 -1.28 3.45
H -5.21 0.29 1.49
H 0.03 2.55 0.06
H 2.22 3.28 0.95
```

=====

Computed molecular weight (g mol⁻¹) in order:
698.710, 829.472, 417.576
Computed energy (a.u.) in order:
-4428.7291, -2299.9053, -1269.8122